The following is a DFT calculation (the ωB97M-V functional and the def2-TZVPD basis) of a 2-piece molecular cluster, C4H9NOS overall in a non-equilibrium geometry.

Last column: Löwdin charge in e.
Geometry (Å):
1 C -1.514 0.370 -2.804  -0.2015
2 C -0.501 -0.558 -2.274  -0.2285
3 C 1.090 0.187 3.040  -0.0667
4 C 1.558 0.103 1.828  -0.0809
5 N -1.662 -0.254 -1.550  -0.4371
6 O -2.747 -0.152 0.978  -0.4148
7 S -1.462 0.495 -0.029  0.9368
8 H -1.287 1.379 -2.784  0.0685
9 H -2.446 0.147 -3.468  0.1423
10 H -0.307 -1.559 -2.632  0.0999
11 H 0.476 -0.053 -2.095  0.1153
12 H -3.510 0.323 0.659  -0.0038
13 H 1.556 -0.091 3.925  0.0281
14 H 0.076 0.553 3.132  0.0453
15 H 2.466 -0.404 1.810  0.0273
16 H 0.955 0.300 0.971  -0.0300

## Properties
Energy relative to the best compared isomer or geometry (same formula, charge and spin) in kcal per mole: 111.0
Spin multiplicity: 1
SMILES: OSN1CC1.C=C
HOMO energy in eV: -9.0

---

The following is a DFT calculation (the ωB97M-V functional and the def2-TZVPD basis) of one molecule with the formula C4H9NOS in a non-equilibrium geometry.

Last column: Löwdin charge in e.
Geometry (Å):
1 C 1.030 1.393 0.238  -0.4976
2 C 0.598 0.235 1.146  -0.3374
3 C 0.055 -1.042 0.613  -0.2570
4 C -0.189 -1.242 -0.886  -0.2170
5 H -0.828 1.466 -1.304  -0.1534
6 H 1.678 1.018 -0.552  0.0637
7 H 1.605 2.098 0.821  0.0571
8 H 1.236 0.156 2.040  0.1335
9 H -1.412 0.428 0.766  0.0619
10 H 0.312 -1.997 1.130  0.1402
11 H -0.195 -2.315 -1.065  0.1116
12 H 0.636 -0.803 -1.486  0.1237
13 H -2.093 -1.047 -0.951  0.0826
14 N -0.793 -0.123 1.388  0.0482
15 O -1.364 -0.634 -1.382  -0.0858
16 S -0.277 2.408 -0.517  0.7257

## Properties
Energy relative to the best compared isomer or geometry (same formula, charge and spin) in kcal per mole: 51.7
Spin multiplicity: 1
SMILES: OC[C@@H]1N[C@@H]1CS
HOMO energy in eV: -9.1

---

The following is a DFT calculation (the ωB97M-V functional and the def2-TZVPD basis) of one molecule with the formula C4H9NOS in a non-equilibrium geometry.

Last column: Löwdin charge in e.
Geometry (Å):
1 C 0.550 0.225 0.066  -0.5824
2 C 0.734 1.775 -0.272  -0.2067
3 C -0.228 -0.550 -1.068  -0.4396
4 C -0.496 -0.227 1.157  -0.3630
5 H 2.249 -0.243 1.138  0.1066
6 H 2.423 -0.513 -0.494  0.0597
7 H 1.468 2.253 0.442  0.1337
8 H 1.180 1.843 -1.251  0.1089
9 H -0.927 2.090 -1.054  0.0907
10 H -1.027 0.018 -1.544  0.0611
11 H 0.448 -1.091 -1.788  0.0924
12 H -1.267 0.522 1.214  0.0590
13 H -0.110 -0.539 2.174  0.0922
14 N 1.770 -0.563 0.254  0.0369
15 O -0.530 2.373 -0.213  -0.0648
16 S -0.997 -1.670 0.112  0.8154

## Properties
Energy relative to the best compared isomer or geometry (same formula, charge and spin) in kcal per mole: 46.6
Spin multiplicity: 1
SMILES: NC1(CO)CSC1
HOMO energy in eV: -8.3

---

The following is a DFT calculation (the ωB97M-V functional and the def2-TZVPD basis) of a 2-piece molecular cluster, C4H9NOS overall in a non-equilibrium geometry.

Last column: Löwdin charge in e.
Geometry (Å):
1 C -3.122 -0.181 -0.703  -0.1812
2 C -3.727 0.294 0.519  -0.1273
3 C 2.636 -0.925 0.822  -0.1662
4 C 2.301 0.474 0.398  -0.5204
5 N -2.479 0.091 0.667  0.0908
6 O 0.424 0.314 -1.538  -0.5047
7 S 0.491 0.775 0.062  0.8255
8 H -3.021 -1.203 -0.972  0.0572
9 H -3.005 0.419 -1.660  0.0937
10 H -4.616 0.573 0.909  0.0695
11 H 0.056 1.098 -2.030  0.0471
12 H 3.754 -0.862 0.797  0.0935
13 H 2.289 -1.087 1.732  0.0113
14 H 2.366 -1.735 0.171  0.0735
15 H 3.049 0.749 -0.333  0.0699
16 H 2.604 1.206 1.157  0.0680

## Properties
Energy relative to the best compared isomer or geometry (same formula, charge and spin) in kcal per mole: 115.1
Spin multiplicity: 1
SMILES: C1=NC1.CCSO
HOMO energy in eV: -8.2

---

The following is a DFT calculation (the ωB97M-V functional and the def2-TZVPD basis) of one molecule with the formula C4H9NOS in a non-equilibrium geometry.

Last column: Löwdin charge in e.
Geometry (Å):
1 C -1.800 0.380 -1.204  -0.0769
2 C -1.418 -0.524 -0.074  -0.4652
3 C -1.721 0.019 1.353  -0.0420
4 C 0.999 -0.311 -0.051  -0.9432
5 H -2.869 0.439 -1.215  0.0657
6 H -1.564 1.459 -0.945  0.0812
7 H -1.348 0.037 -2.170  0.1065
8 H -2.026 -1.425 -0.174  0.1379
9 H -1.731 -0.850 2.051  0.0904
10 H -2.712 0.508 1.272  0.0881
11 H -0.993 0.761 1.669  0.0363
12 H 3.007 -0.897 -0.107  0.1237
13 H 1.803 -2.126 -0.126  0.1057
14 N 2.016 -1.158 -0.008  0.0991
15 O -0.121 -1.033 -0.205  -0.0710
16 S 1.183 1.318 0.081  0.6637

## Properties
Energy relative to the best compared isomer or geometry (same formula, charge and spin) in kcal per mole: 18.2
Spin multiplicity: 1
SMILES: CC(C)OC(N)=S
HOMO energy in eV: -8.4

---

The following is a DFT calculation (the ωB97M-V functional and the def2-TZVPD basis) of C4H9NOS as an isolated structure in a non-equilibrium geometry.

Last column: Löwdin charge in e.
Geometry (Å):
1 C 0.429 1.097 -0.953  -0.3862
2 C 0.036 -0.094 -1.811  -0.2500
3 C -0.509 -0.419 0.908  -0.3016
4 C 0.559 -0.519 2.024  -0.1117
5 N -0.357 1.299 0.243  -0.0338
6 O -1.387 -2.170 -0.917  -0.5661
7 S -0.115 -1.555 -0.552  0.9094
8 H 1.431 0.986 -0.518  0.1059
9 H 0.641 1.963 -1.553  0.1045
10 H -1.094 -0.073 -1.993  0.1046
11 H 0.708 -0.235 -2.637  0.0745
12 H -1.585 -0.399 1.033  0.0905
13 H 0.211 -0.759 3.046  0.0850
14 H 0.963 0.474 2.043  0.0572
15 H 1.358 -1.157 1.763  0.0391
16 H -1.290 1.560 -0.128  0.0788

## Properties
Energy relative to the best compared isomer or geometry (same formula, charge and spin) in kcal per mole: 84.8
Spin multiplicity: 1
HOMO energy in eV: -9.0

---

The following is a DFT calculation (the ωB97M-V functional and the def2-TZVPD basis) of an isolated ion of composition C4H9NOS and charge +1 in a non-equilibrium geometry.

Last column: Löwdin spin population.
Geometry (Å):
1 C -1.021 1.347 0.463  0.0137
2 C -1.062 -0.171 0.816  0.0482
3 C -0.836 -0.969 -0.482  0.0525
4 S 0.433 -2.306 0.032  0.8211
5 C 0.268 1.660 -0.283  0.0014
6 N 1.397 1.764 0.502  0.0077
7 O 0.337 1.560 -1.490  0.0001
8 H -1.044 1.925 1.383  0.0020
9 H -1.778 1.598 -0.282  0.0009
10 H -0.414 -0.396 1.658  0.0087
11 H -2.091 -0.401 1.109  0.0020
12 H -1.644 -1.540 -0.937  0.0140
13 H -0.290 -0.480 -1.289  -0.0005
14 H -0.347 -2.794 0.975  0.0285
15 H 2.208 1.965 -0.073  0.0000
16 H 1.555 1.378 1.420  -0.0004

## Properties
Energy relative to the best compared isomer or geometry (same formula, charge and spin) in kcal per mole: 7.4
Charge: +1
Spin multiplicity: 2
Expectation value of S²: 0.7534
HOMO energy (alpha / beta) in eV: -13.7 / -13.7

---

The following is a DFT calculation (the ωB97M-V functional and the def2-TZVPD basis) of C4H9NOS2 as an isolated structure in a non-equilibrium geometry.

Last column: Löwdin charge in e.
Geometry (Å):
1 C -0.451 1.204 0.014  -0.6458
2 C -0.150 -0.557 -1.822  -0.1866
3 C 1.997 -0.480 0.905  -0.4236
4 C -0.481 -0.283 -0.389  -0.9221
5 N -1.296 1.623 0.974  0.1283
6 O 0.453 1.858 -0.419  0.0563
7 S -2.139 -1.125 -0.075  0.6649
8 S 0.456 -1.373 0.852  0.7881
9 H 0.476 -1.408 -1.957  0.0465
10 H -1.059 -0.766 -2.607  0.1261
11 H 0.526 0.272 -2.269  0.1097
12 H 2.660 -1.156 1.567  0.0678
13 H 1.730 0.526 1.259  0.0283
14 H 2.534 -0.272 -0.001  0.0346
15 H -2.172 1.041 1.166  0.0810
16 H -1.236 2.513 1.543  0.1472
17 H -1.850 -1.617 1.258  -0.1007

## Properties
Energy relative to the best compared isomer or geometry (same formula, charge and spin) in kcal per mole: 29.2
Spin multiplicity: 1
HOMO energy in eV: -8.9

---

The following is a DFT calculation (the ωB97M-V functional and the def2-TZVPD basis) of one molecule with the formula C4H9NOS2 in a non-equilibrium geometry.

Last column: Löwdin charge in e.
Geometry (Å):
1 S 1.232 -0.669 3.702  0.3005
2 S 0.513 -1.911 2.246  0.4293
3 C 0.413 -0.942 0.723  -0.5707
4 C -0.733 0.067 0.676  -0.1852
5 C -1.459 0.151 -0.646  -0.5072
6 N -0.692 0.138 -1.793  0.0048
7 C 0.403 1.091 -1.950  -0.0754
8 O -2.667 0.050 -0.700  0.0730
9 H 2.539 -0.734 3.402  -0.2003
10 H 0.190 -1.763 0.031  0.0734
11 H 1.367 -0.517 0.464  0.0595
12 H -0.344 1.012 1.083  0.1206
13 H -1.518 -0.095 1.418  0.1116
14 H -1.297 0.059 -2.599  0.1315
15 H 0.745 1.041 -2.976  0.0830
16 H 1.217 0.905 -1.258  0.0707
17 H 0.092 2.117 -1.822  0.0808

## Properties
Energy relative to the best compared isomer or geometry (same formula, charge and spin) in kcal per mole: 7.9
Spin multiplicity: 1
SMILES: CNC(=O)CCSS
HOMO energy in eV: -9.1